(1)
Density functional theory data (ωB97M-V/def2-TZVPD) for one molecule with the formula C19H26N2OS in a non-equilibrium geometry.

Each line ends with the natural charge from an NBO analysis.
Cartesian coordinates (Å):
C 3.9948 -1.5331 5.3963  -0.609
C 3.7275 -1.5920 3.8969  -0.396
C 2.8736 -0.4290 3.3901  -0.396
C 1.4677 -0.3497 3.9896  -0.393
C 0.6002 -1.5895 3.7679  -0.393
C 0.3609 -1.9001 2.2927  -0.405
C -0.6398 -3.0389 2.1086  -0.395
C -0.8118 -3.4141 0.6356  -0.223
N -1.3242 -2.3108 -0.1421  -0.608
C -0.5780 -1.6589 -1.0574  0.679
O 0.5451 -1.9971 -1.3765  -0.634
C -1.2485 -0.4695 -1.6901  -0.306
C -2.5236 -0.1377 -1.2126  0.264
N -3.5608 0.0629 -0.7539  -0.326
C -0.5571 0.1856 -2.6541  -0.009
C -0.9093 1.3387 -3.4338  -0.171
C 0.0245 1.8197 -4.3668  -0.129
C -0.2490 2.9182 -5.1432  -0.240
C -1.4719 3.5828 -5.0193  -0.144
S -1.7118 4.9745 -6.0625  0.283
C -3.3716 5.5739 -5.6366  -0.743
C -2.4089 3.1187 -4.1011  -0.269
C -2.1293 2.0158 -3.3234  -0.086
H 4.6852 -2.3217 5.6880  0.209
H 4.4351 -0.5755 5.6668  0.201
H 3.0764 -1.6619 5.9633  0.199
H 3.2473 -2.5400 3.6497  0.192
H 4.6831 -1.5656 3.3673  0.202
H 3.3902 0.5073 3.6180  0.199
H 2.7966 -0.4992 2.3035  0.203
H 0.9613 0.5134 3.5493  0.201
H 1.5443 -0.1659 5.0631  0.200
H -0.3651 -1.4206 4.2534  0.200
H 1.0577 -2.4546 4.2509  0.193
H -0.0134 -1.0028 1.7938  0.198
H 1.2999 -2.1776 1.8124  0.205
H -1.6086 -2.7493 2.5246  0.193
H -0.2947 -3.9218 2.6499  0.207
H 0.1525 -3.6820 0.1980  0.232
H -1.4958 -4.2644 0.5422  0.196
H -2.2312 -1.9477 0.1112  0.408
H 0.4204 -0.2403 -2.8595  0.245
H 0.9733 1.3146 -4.4717  0.217
H 0.4733 3.2829 -5.8577  0.223
H -3.5405 6.4381 -6.2716  0.241
H -4.1105 4.8080 -5.8531  0.223
H -3.4028 5.8722 -4.5929  0.223
H -3.3614 3.6096 -3.9834  0.219
H -2.8712 1.6746 -2.6197  0.219

Properties
electronic energy: -1322.54618 Ha
SMILES: CCCCCCCCNC(=O)/C(C#N)=C/c1ccc(SC)cc1
energy above the lowest of the compared OMol25 structures with the same formula, charge and spin: 11.6 kcal per mole
E_LUMO: -0.6090 eV
charge: 0

---

(2)
Density functional theory data (ωB97M-V/def2-TZVPD) for one molecule with the formula C19H26N4O4.

Each line ends with the natural charge from an NBO analysis.
Cartesian coordinates (Å):
C -3.6836 -4.5951 0.0668  -0.628
C -3.6079 -3.1015 0.0030  -0.007
C -2.5465 -2.4742 -0.6387  -0.193
C -2.4603 -1.0968 -0.6868  -0.229
C -3.4421 -0.3034 -0.1009  0.029
C -3.3011 1.2111 -0.1390  -0.005
C -4.6024 1.9770 0.0860  -0.612
N -2.6314 1.6557 -1.3437  -0.611
C -1.3504 2.0103 -1.1331  0.803
O -0.5100 2.3203 -1.9436  -0.635
N -1.1423 1.9745 0.2517  -0.480
C 0.0965 2.3709 0.8799  -0.316
C 1.1522 1.2581 0.8341  0.685
O 1.6658 0.8297 1.8464  -0.605
N 1.4328 0.8335 -0.4193  -0.676
C 2.3019 -0.2184 -0.8272  0.793
O 2.3896 -0.4733 -2.0061  -0.642
N 2.9417 -0.8375 0.1684  -0.630
C 3.9084 -1.8869 -0.0540  -0.223
C 5.2374 -1.6059 0.6498  -0.397
C 6.1736 -0.6475 -0.0958  -0.212
C 5.5635 0.7410 -0.2722  -0.609
C 7.4973 -0.5447 0.6614  -0.599
C -2.2624 1.5754 0.9315  0.707
O -2.3905 1.5211 2.1234  -0.559
C -4.4953 -0.9245 0.5552  -0.208
C -4.5751 -2.3050 0.5998  -0.208
H -3.3887 -5.0368 -0.8827  0.220
H -3.0044 -4.9681 0.8336  0.225
H -4.6896 -4.9245 0.3141  0.216
H -1.7746 -3.0694 -1.1041  0.215
H -1.6183 -0.6438 -1.1913  0.217
H -4.8981 1.8966 1.1283  0.236
H -5.3924 1.5871 -0.5512  0.221
H -4.4460 3.0284 -0.1459  0.226
H -2.9932 1.4824 -2.2663  0.426
H 0.4868 3.2548 0.3656  0.239
H -0.1183 2.6001 1.9264  0.262
H 0.9906 1.3115 -1.2058  0.449
H 2.7798 -0.5156 1.1170  0.434
H 3.4942 -2.8297 0.3238  0.192
H 4.0479 -1.9776 -1.1336  0.229
H 5.0300 -1.2063 1.6456  0.196
H 5.7563 -2.5582 0.7785  0.208
H 6.3735 -1.0660 -1.0884  0.194
H 4.7301 0.7160 -0.9675  0.214
H 6.3088 1.4269 -0.6695  0.207
H 5.2144 1.1308 0.6819  0.201
H 7.9511 -1.5258 0.7836  0.204
H 8.1968 0.0899 0.1228  0.208
H 7.3361 -0.1155 1.6481  0.201
H -5.2596 -0.3402 1.0402  0.216
H -5.4056 -2.7684 1.1123  0.211

Properties
electronic energy: -1259.72874 Ha
SMILES: Cc1ccc([C@]2(C)NC(=O)N(CC(=O)NC(=O)NCCC(C)C)C2=O)cc1
energy above the lowest of the compared OMol25 structures with the same formula, charge and spin: 1.3 kcal per mole
E_LUMO: 0.6168 eV
charge: 0

---

(3)
Density functional theory data (ωB97M-V/def2-TZVPD) for C19H26N4OS as an isolated structure in a non-equilibrium geometry.

Each line ends with the natural charge from an NBO analysis.
Cartesian coordinates (Å):
C -2.5872 -0.2826 -2.8479  -0.267
H -2.8979 -1.1998 -3.3865  0.186
O -1.6917 -0.4869 -1.8330  -0.525
C -2.4152 -1.1734 -0.7390  0.293
C -3.7730 -1.6986 -0.8194  -0.313
C -4.3822 -2.1532 0.5464  -0.118
C -3.6213 -2.3530 1.7772  -0.170
C -2.2211 -1.8281 1.4551  -0.157
C -1.7066 -1.2848 0.3290  -0.011
N -0.3072 -0.8944 0.2976  -0.625
C 0.6032 -0.5759 1.2336  0.486
N 1.3918 0.3968 0.9988  -0.468
C 2.9274 -0.0682 1.2570  -0.112
H 3.3167 1.0209 2.0135  0.181
H 2.9822 -0.8185 1.8277  0.222
C 3.6505 -0.0332 0.1948  -0.311
N 3.0743 -0.9834 -0.8655  -0.451
C 3.0891 -2.2899 -0.5311  -0.419
H 2.6430 -2.6843 -1.4056  0.208
H 2.6844 -2.3838 0.4916  0.248
H 4.1165 -2.6100 -0.7305  0.141
C 3.4022 -0.4647 -2.1033  -0.433
H 2.9290 -1.0350 -2.9072  0.205
H 4.5199 -0.7669 -2.2162  0.136
H 3.3860 0.6660 -2.7395  0.228
H 4.8056 -0.3699 0.3096  0.203
H 3.8659 0.8079 -0.3675  0.217
C 1.1188 1.6502 0.3292  -0.084
C -0.4743 1.7301 0.6637  0.054
C -0.9617 1.6373 1.8746  -0.320
C -2.3363 2.0681 1.8628  0.085
N -3.1316 2.3113 0.7681  -0.416
C -2.4912 2.4944 -0.2666  0.068
C -1.2050 2.0558 -0.5363  -0.287
H -0.7963 2.2157 -1.5007  0.227
H -3.1259 2.9820 -1.0557  0.173
H -2.8287 1.8822 2.6923  0.175
H -0.4307 1.3834 2.9328  0.276
C 1.7996 2.7839 0.8768  -0.655
H 1.5936 2.9614 2.0332  0.236
H 2.9534 2.6457 0.7672  0.237
H 1.2329 3.6893 0.6338  0.255
H 1.1959 1.3199 -0.6831  0.215
S 0.8446 -2.0504 2.4254  -0.447
H -0.2898 -0.3279 -0.6533  0.425
H -1.4253 -2.0365 2.4383  0.268
H -3.8591 -2.7530 2.5595  0.176
H -5.2336 -2.5059 0.5539  0.158
H -4.4093 -1.3044 -1.6309  0.234
H -2.0980 0.2618 -3.5954  0.190
H -3.4262 0.4525 -2.7291  0.182

Properties
electronic energy: -1431.49218 Ha
energy above the lowest of the compared OMol25 structures with the same formula, charge and spin: 390.9 kcal per mole
E_LUMO: 0.4335 eV
charge: 0